# 1
DFT (ωB97M-V with the def2-TZVPD basis set) results for C5H8N2 in the gas phase in a non-equilibrium geometry.

**2S+1**: 1
**Frontier orbital gap**: 5.640 eV
**Energy above the lowest of the compared OMol25 structures with the same formula, charge and spin**: 8.085 eV
**E_LUMO**: -0.078 hartree

Atoms and positions in Å:
C -0.492 -0.682 0.923
C -1.275 -0.121 -0.260
C -0.256 0.748 0.375
C 0.989 0.902 -0.538
N 1.232 -1.406 -1.557
C 1.491 -0.400 -0.709
N -0.766 1.695 1.239
H 0.081 -1.576 0.905
H 0.370 -1.226 -2.095
H -0.845 -0.646 1.884
H -1.109 -0.686 -1.168
H -2.244 0.482 -0.224
H 0.984 1.871 -1.003
H 1.968 -0.823 0.251
H -0.128 1.869 1.978

# 2
DFT (ωB97M-V with the def2-TZVPD basis set) results for C5H8N2 in the gas phase.

**2S+1**: 1
**Frontier orbital gap**: 8.923 eV
**Energy above the lowest of the compared OMol25 structures with the same formula, charge and spin**: 3.086 eV
**SMILES string**: C[C@H]1CN=C=CN1
**E_LUMO**: 0.014 hartree

Atoms and positions in Å:
C -1.351 -0.659 0.559
C -0.530 0.171 -0.427
C 0.130 1.418 0.310
N 1.607 1.331 0.247
C 1.921 0.138 0.237
C 1.542 -1.037 -0.247
N 0.422 -0.732 -1.108
H -1.767 -1.535 0.055
H -0.721 -1.007 1.385
H -2.173 -0.073 0.987
H -1.194 0.564 -1.204
H -0.236 1.471 1.339
H -0.134 2.358 -0.183
H 1.784 -2.044 0.061
H 0.699 -0.363 -2.012